DFT (ωB97M-V with the def2-TZVPD basis set) results for a single C4H8O2 molecule.

```
14
Properties=species:S:1:pos:R:3:forces:R:3:nbo_charge:R:1
C -1.786101 -0.136243 0.273784 -0.1 -0.3 0.2 -0.459
C -0.953921 -1.171305 0.187804 -0.4 0.1 0.1 0.099
O 0.261426 -1.196418 0.824684 -0.1 0.0 0.1 -0.535
C 1.305963 -0.379247 0.283905 0.2 0.1 -0.1 -0.091
C 0.901384 1.034599 -0.113837 0.3 0.0 0.2 -0.104
O 0.080823 1.080609 -1.259897 0.2 0.0 -0.4 -0.727
H -2.690446 -0.070692 -0.319034 -0.1 -0.3 0.2 0.217
H -1.527987 0.719319 0.888125 -0.1 -0.1 -0.1 0.211
H -1.204049 -2.081942 -0.358259 0.1 0.1 0.0 0.184
H 2.066332 -0.336862 1.070535 -0.1 0.0 -0.1 0.201
H 1.741418 -0.872666 -0.597017 -0.1 0.0 0.1 0.174
H 0.451770 1.545367 0.754532 0.0 -0.1 -0.2 0.160
H 1.802613 1.592534 -0.380132 0.1 -0.1 0.2 0.192
H -0.449227 0.272944 -1.255190 0.0 0.4 -0.2 0.478
```
Forces are in eV/Å.

energy relative to the best compared isomer or geometry (same formula, charge and spin): 237.2 kJ/mol
energy: -307.62207 Ha
2S+1: 1
Kohn-Sham gap: 10.64 eV


DFT (ωB97M-V with the def2-TZVPD basis set) results for 7 unconnected molecules or ions with the total composition H13S7.

```
20
Properties=species:S:1:pos:R:3:forces:R:3:mulliken_spin:R:1
S -1.803348 0.218997 1.517940 -0.1 0.2 -0.8 0.049
H -1.624528 0.287545 2.810347 0.1 0.0 1.0 -0.003
S 1.597418 -1.154870 2.076438 0.5 -1.0 -0.9 0.229
H 0.599662 -0.325799 1.789760 -0.7 0.3 -0.1 0.020
H 1.890184 -0.590632 3.211782 0.2 0.6 1.0 -0.033
S 0.892181 3.918795 2.121384 0.2 -2.2 0.9 0.007
H -0.292602 3.283831 1.790820 0.6 0.9 -0.1 0.002
H 0.762648 5.109846 1.650680 -0.8 1.2 -0.8 0.005
S -2.270473 -2.705386 -0.547918 -0.2 0.5 -0.1 0.159
H -1.936220 -3.455430 0.490045 0.2 -0.3 0.2 -0.006
H -2.338513 -1.601452 0.278752 0.1 -0.3 -0.2 0.006
S -2.213272 3.168718 -0.159032 -1.5 2.9 -0.1 0.015
H -3.059935 2.304887 0.357282 0.0 -0.8 0.3 -0.001
H -1.290712 2.368366 -0.479642 1.5 -1.9 -0.4 -0.001
S 1.886198 -3.883135 -1.598537 0.9 -2.2 -0.1 0.121
H 1.403255 -2.661514 -1.506623 -0.4 0.8 1.0 0.196
H 2.118637 -4.464458 -0.300606 -0.5 1.3 -0.9 0.003
S 1.919740 0.391792 -4.964202 0.5 1.1 -1.4 0.334
H 2.862366 -0.098221 -4.190508 0.3 -0.5 0.6 -0.070
H 0.897315 -0.111878 -4.348162 -0.8 -0.7 0.9 -0.033
```
Forces are in eV/Å.

energy relative to the best compared isomer or geometry (same formula, charge and spin): 60.5 kJ/mol
energy: -2794.97738 Ha
2S+1: 2
Kohn-Sham gap (alpha / beta): 1.67 / 6.21 eV
<S²>: 0.75
net charge: -2


DFT (ωB97M-V with the def2-TZVPD basis set) results for a single C6H10ClN molecule.

```
18
Properties=species:S:1:pos:R:3:forces:R:3:nbo_charge:R:1
C -1.559179 -0.450892 -1.606148 -0.8 0.7 -0.2 -0.413
N -0.981070 0.252590 -0.485772 0.3 0.4 -0.1 -0.451
C -0.862974 -0.539342 0.782655 -0.7 0.4 0.6 -0.214
C 0.623432 -0.538998 0.971468 0.2 -0.1 -0.1 -0.260
C 1.779638 0.172822 1.591638 -0.4 0.6 0.4 -0.169
Cl 3.377272 -0.467687 1.259185 0.1 -0.1 0.0 -0.015
C 0.927621 0.922978 0.599028 -0.2 0.3 0.1 -0.269
C 0.354489 0.877728 -0.800691 0.3 -0.4 -0.3 -0.214
H -2.595769 -0.756982 -1.367247 0.5 0.1 -0.2 0.203
H -1.609033 0.223460 -2.486326 0.0 -0.3 0.5 0.204
H -0.978576 -1.313920 -1.895225 0.3 -0.7 -0.2 0.162
H -1.422752 -0.031389 1.597649 0.3 -0.3 -0.4 0.198
H -1.291541 -1.528972 0.637825 0.0 -0.2 0.0 0.201
H 1.043523 -1.161036 0.177491 0.1 0.0 0.1 0.200
H 1.736944 0.632626 2.594830 0.0 -0.4 -0.7 0.240
H 0.295247 1.602784 1.197458 0.3 -0.3 -0.2 0.208
H 0.958142 0.251731 -1.502073 -0.3 0.3 0.4 0.182
H 0.204586 1.852499 -1.265746 -0.1 0.0 0.1 0.209
```
Forces are in eV/Å.

energy relative to the best compared isomer or geometry (same formula, charge and spin): 302.4 kJ/mol
energy: -749.44129 Ha
2S+1: 1
Kohn-Sham gap: 9.48 eV